Entry 1:
This record from the Open Molecules 2025 dataset describes a cluster of 13 separate species, C38H110N8O13 in total at a distorted geometry. The level of theory is the ωB97M-V functional and the def2-TZVPD basis.

Output
HOMO-LUMO gap, eV: 8.915
Energy relative to the best compared isomer or geometry (same formula, charge and spin), eV: 2.562
HOMO energy, eV: -8.726

Element x y z (Å)
O -10.29 -12.48 4.69
H -10.57 -12.11 3.86
H -9.77 -11.79 5.10
O -11.33 -14.93 6.44
H -10.96 -14.22 5.91
H -11.66 -15.56 5.79
C -4.17 -12.12 15.04
C -5.46 -12.85 14.92
C -5.73 -13.53 13.60
O -6.04 -12.60 12.51
C -7.32 -12.13 12.49
N -5.51 -13.80 16.08
H -3.27 -12.73 15.01
H -4.18 -11.47 15.92
H -4.19 -11.40 14.22
H -6.35 -12.27 15.15
H -6.42 -14.38 13.66
H -4.78 -13.99 13.33
H -8.07 -12.76 12.96
H -7.67 -12.04 11.46
H -7.32 -11.15 12.97
H -5.23 -13.28 16.89
H -6.47 -14.13 16.12
C -11.38 -13.03 9.37
C -12.57 -12.12 9.00
C -12.23 -10.76 8.32
O -11.45 -9.97 9.21
C -11.14 -8.65 8.76
N -13.29 -12.94 8.03
H -11.75 -13.95 9.83
H -10.78 -12.51 10.11
H -10.67 -13.50 8.69
H -13.17 -11.98 9.91
H -13.13 -10.25 7.98
H -11.65 -10.96 7.41
H -12.02 -8.00 8.73
H -10.74 -8.78 7.76
H -10.40 -8.07 9.32
H -13.95 -12.49 7.41
H -12.58 -13.56 7.67
C -12.28 -17.35 10.25
C -12.72 -18.47 9.40
C -12.64 -17.99 7.90
O -13.22 -18.97 6.98
C -14.59 -19.19 7.14
N -11.70 -19.53 9.62
H -11.27 -17.02 10.00
H -12.29 -17.69 11.29
H -12.86 -16.43 10.21
H -13.71 -18.87 9.61
H -11.66 -17.67 7.56
H -13.16 -17.06 7.69
H -15.20 -18.61 7.83
H -14.39 -20.15 7.63
H -15.08 -19.42 6.20
H -11.92 -20.17 8.87
H -10.80 -19.09 9.48
C -4.05 -12.17 8.71
C -4.79 -11.18 7.84
C -6.14 -10.60 8.26
O -7.09 -11.69 8.27
C -8.46 -11.18 8.34
N -3.86 -10.15 7.51
H -3.46 -11.70 9.50
H -3.34 -12.87 8.28
H -4.77 -12.81 9.21
H -5.00 -11.81 6.98
H -6.47 -9.84 7.56
H -6.03 -10.06 9.20
H -8.99 -12.03 7.91
H -8.65 -10.24 7.81
H -8.75 -11.12 9.39
H -3.10 -10.71 7.16
H -3.56 -9.70 8.35
C -6.01 -20.44 13.88
C -6.37 -18.91 13.60
C -7.94 -18.67 13.71
O -8.08 -17.26 13.53
C -9.41 -16.84 13.28
N -5.75 -17.98 14.59
H -4.95 -20.69 13.76
H -6.51 -21.01 13.10
H -6.28 -20.87 14.84
H -6.11 -18.47 12.64
H -8.21 -18.84 14.75
H -8.53 -19.33 13.08
H -10.18 -17.29 13.91
H -9.55 -17.12 12.24
H -9.65 -15.77 13.33
H -6.08 -17.06 14.35
H -6.17 -17.92 15.51
C -6.58 -11.03 -1.81
C -7.52 -11.07 -0.61
C -6.74 -11.44 0.78
O -6.41 -12.88 0.77
C -6.69 -13.63 1.97
N -8.07 -9.78 -0.60
H -6.05 -10.08 -1.83
H -7.20 -11.03 -2.71
H -5.89 -11.87 -1.82
H -8.32 -11.79 -0.78
H -7.47 -11.35 1.58
H -5.92 -10.73 0.87
H -5.75 -13.58 2.52
H -6.86 -14.65 1.62
H -7.59 -13.45 2.55
H -8.65 -9.50 0.18
H -8.60 -9.64 -1.44
C -14.88 -15.28 5.96
C -14.95 -15.58 4.50
C -14.17 -16.93 4.24
O -12.76 -16.66 4.54
C -11.82 -17.68 4.38
N -16.35 -15.65 3.99
H -15.58 -14.48 6.18
H -13.89 -15.02 6.33
H -15.27 -16.11 6.56
H -14.44 -14.77 3.98
H -14.18 -17.20 3.19
H -14.58 -17.70 4.90
H -11.93 -18.22 3.44
H -11.92 -18.41 5.19
H -10.79 -17.35 4.54
H -16.75 -16.42 4.50
H -16.34 -15.88 3.01
C -7.71 -15.01 5.28
C -7.79 -15.81 6.57
C -7.90 -14.82 7.84
O -7.98 -15.58 9.02
C -8.06 -14.86 10.31
N -8.87 -16.85 6.41
H -6.85 -14.35 5.24
H -8.63 -14.43 5.21
H -7.69 -15.61 4.37
H -6.80 -16.26 6.63
H -8.77 -14.15 7.81
H -7.01 -14.19 7.88
H -8.86 -14.13 10.15
H -7.12 -14.34 10.50
H -8.17 -15.44 11.23
H -9.74 -16.32 6.39
H -8.81 -17.32 7.30
C -7.97 -20.15 8.70
C -8.15 -18.94 9.62
O -9.00 -18.01 8.88
H -7.35 -19.97 7.82
H -9.00 -20.43 8.49
H -7.66 -21.06 9.22
H -7.19 -18.48 9.83
H -8.74 -19.18 10.51
H -8.76 -17.12 9.14
C -7.42 -10.85 4.82
C -8.45 -9.74 4.39
O -9.41 -9.77 5.35
H -6.56 -10.46 5.34
H -6.99 -11.28 3.92
H -7.82 -11.72 5.35
H -8.96 -10.01 3.46
H -8.05 -8.73 4.36
H -9.55 -8.91 5.76
C -6.51 -19.32 4.27
C -7.99 -19.75 4.34
O -8.77 -18.58 4.21
H -6.35 -18.52 5.00
H -6.22 -18.97 3.28
H -5.81 -20.14 4.44
H -8.22 -20.30 5.25
H -8.22 -20.31 3.43
H -8.72 -18.16 5.07

***

Entry 2:
This record from the Open Molecules 2025 dataset describes an isolated molecule of C7H12F3NO at a distorted geometry. The level of theory is the ωB97M-V functional and the def2-TZVPD basis.

Output
HOMO-LUMO gap, eV: 9.952
Energy relative to the best compared isomer or geometry (same formula, charge and spin), eV: 1.373
SMILES string: CC(C)(C)[C@@]1(N)O[C@@H]1C(F)(F)F
HOMO energy, eV: -9.217

Element x y z (Å)
C 1.98 0.35 -1.11
C 0.92 -0.09 -0.07
C 1.11 -1.58 0.06
C 1.21 0.58 1.23
C -0.49 0.40 -0.50
N -0.96 1.60 0.23
O -1.19 0.36 -1.67
C -1.60 -0.63 -0.73
C -2.66 -0.27 0.24
F -2.22 -0.28 1.56
F -3.36 0.81 0.06
F -3.52 -1.32 0.30
H 2.92 -0.17 -1.10
H 1.53 0.24 -2.04
H 2.20 1.42 -0.96
H 0.50 -2.11 0.73
H 0.94 -2.18 -0.91
H 2.17 -1.82 0.40
H 2.15 0.36 1.63
H 1.08 1.61 1.00
H 0.46 0.25 1.99
H -0.89 1.74 1.16
H -0.93 2.37 -0.45
H -1.34 -1.65 -1.04

***

Repeat the second record exactly.
This record from the Open Molecules 2025 dataset describes an isolated molecule of C7H12F3NO at a distorted geometry. The level of theory is the ωB97M-V functional and the def2-TZVPD basis.

Output
HOMO-LUMO gap, eV: 9.952
Energy relative to the best compared isomer or geometry (same formula, charge and spin), eV: 1.373
SMILES string: CC(C)(C)[C@@]1(N)O[C@@H]1C(F)(F)F
HOMO energy, eV: -9.217

Element x y z (Å)
C 1.98 0.35 -1.11
C 0.92 -0.09 -0.07
C 1.11 -1.58 0.06
C 1.21 0.58 1.23
C -0.49 0.40 -0.50
N -0.96 1.60 0.23
O -1.19 0.36 -1.67
C -1.60 -0.63 -0.73
C -2.66 -0.27 0.24
F -2.22 -0.28 1.56
F -3.36 0.81 0.06
F -3.52 -1.32 0.30
H 2.92 -0.17 -1.10
H 1.53 0.24 -2.04
H 2.20 1.42 -0.96
H 0.50 -2.11 0.73
H 0.94 -2.18 -0.91
H 2.17 -1.82 0.40
H 2.15 0.36 1.63
H 1.08 1.61 1.00
H 0.46 0.25 1.99
H -0.89 1.74 1.16
H -0.93 2.37 -0.45
H -1.34 -1.65 -1.04